1.
Below is 2 unconnected molecules or ions with the total composition CH5FN2P at a distorted geometry, with properties calculated with wB97M-V/def2-TZVPD.

Total energy, eV: -16093.22643
HOMO-LUMO gap (spin up / spin down), eV: 5.2054 / 3.3713
HOMO (spin up / spin down), eV: -12.996 / -12.062
Total charge: +1
Lowest unoccupied orbital energy (spin up / spin down), hartree: -0.2863 / -0.3194

Element x y z (Å)
C -0.629 0.200 -0.152
N -0.416 -0.541 0.885
N -1.797 0.410 -0.717
F 2.595 -0.202 0.900
P 3.034 0.811 -0.292
H -0.948 -0.831 1.671
H 0.511 -0.643 1.315
H -2.665 -0.049 -0.564
H -1.807 0.631 -1.747
H 2.124 0.213 -1.298

***

2.
Below is 2 unconnected molecules or ions with the total composition CH5FOP2 at a distorted geometry, with properties calculated with wB97M-V/def2-TZVPD.

Total energy, eV: -24458.19353
HOMO-LUMO gap (spin up / spin down), eV: 6.9892 / 7.1947
HOMO (spin up / spin down), eV: -7.928 / -8.221
Lowest unoccupied orbital energy (spin up / spin down), hartree: -0.0345 / -0.0377

Element x y z (Å)
C 1.647 0.368 -0.409
O -0.391 -1.099 0.522
F -3.726 -0.569 -0.474
P -0.178 0.501 0.155
P -3.453 0.568 0.662
H 1.852 1.246 -0.845
H 1.890 -0.368 -1.199
H 2.401 0.193 0.398
H -0.205 -1.665 -0.303
H 0.163 0.826 1.493

***

3.
Below is 2 unconnected molecules or ions with the total composition CH5FOP2 at a distorted geometry, with properties calculated with wB97M-V/def2-TZVPD.

Total energy, eV: -24458.36172
HOMO-LUMO gap, eV: 8.0303
HOMO, eV: -9.519
Lowest unoccupied orbital energy, hartree: -0.0547

Element x y z (Å)
C -0.254 1.644 0.071
O 1.635 -1.289 -0.538
F -2.608 -0.666 0.574
P 0.365 -1.374 0.606
P -0.740 0.063 -0.602
H -0.918 2.191 0.812
H -0.179 2.266 -0.848
H 0.735 1.663 0.649
H 2.224 -2.098 -0.470
H -0.260 -2.400 -0.254

***

4.
Below is 2 unconnected molecules or ions with the total composition CH5IN2 at a distorted geometry, with properties calculated with wB97M-V/def2-TZVPD.

Total energy, eV: -12193.70513
HOMO-LUMO gap (spin up / spin down), eV: 4.4935 / 3.4888
HOMO (spin up / spin down), eV: -6.383 / -5.850
Lowest unoccupied orbital energy (spin up / spin down), hartree: -0.0694 / -0.0868

Element x y z (Å)
C 0.930 0.257 0.999
N 0.847 0.934 -0.149
N -1.983 -0.631 -1.312
I -0.911 -2.322 -0.929
H 0.389 1.797 -0.175
H 1.019 -0.849 1.074
H 1.020 0.702 1.892
H 0.899 0.442 -1.052
H -2.210 -0.330 -0.348

***

- The highest total energy belongs to which entry?
  CH5IN2

***

- Which value of total energy does entry 3 give?
  -24458.36172 eV